No. 1
Molecular formula: ClH10NiO5
Method: DFT, ωB97M-V with the def2-TZVPD basis set

Computed properties:
Net charge ... +1
E_HOMO (spin up / spin down) ... -14.49 / -14.48 eV
Kohn-Sham gap (spin up / spin down) ... 8.51 / 7.66 eV
Lowest unoccupied orbital energy (spin up / spin down) ... -5.98 / -6.82 eV
Expectation value of S² ... 2.005
Spin multiplicity ... 3

```
17
Properties=species:S:1:pos:R:3:nbo_charge:R:1
Ni -0.32 0.23 -0.62 0.9949
Cl -0.82 1.29 -4.99 0.0004
O 3.10 -1.55 -1.37 -0.9593
H 3.69 -1.65 -2.12 0.4826
H 3.65 -1.73 -0.61 0.4776
O 1.60 3.69 -0.36 -0.9606
H 1.64 4.25 -1.13 0.4790
H 1.98 4.22 0.34 0.4824
O -3.33 1.75 0.81 -0.9655
H -4.22 1.66 0.47 0.4825
H -3.38 2.49 1.41 0.4846
O 0.86 -0.93 3.18 -0.9556
H 1.77 -0.85 3.47 0.4763
H 0.45 -1.50 3.82 0.4798
O -2.01 -3.48 -0.87 -0.9574
H -2.96 -3.56 -0.85 0.4772
H -1.69 -4.34 -0.59 0.4810
```

No. 2
Molecular formula: C5H13IN
Method: DFT, ωB97M-V with the def2-TZVPD basis set

Computed properties:
SMILES string ... C[C@@H](I)[N+](C)(C)C
Net charge ... +1
E_HOMO ... -13.61 eV
Kohn-Sham gap ... 9.93 eV
Lowest unoccupied orbital energy ... -3.68 eV

```
20
Properties=species:S:1:pos:R:3:nbo_charge:R:1
C 1.60 1.04 -0.95 -0.7130
C 0.15 1.13 -0.64 -0.0692
I -1.03 1.61 -2.50 0.1509
N -0.35 -0.06 0.03 -0.2733
C -1.79 0.20 0.55 -0.4256
C 0.42 -0.26 1.25 -0.4263
C -0.40 -1.29 -0.80 -0.4622
H 1.78 0.13 -1.50 0.2404
H 2.29 1.32 -0.17 0.2552
H 1.84 1.72 -1.77 0.2735
H -0.21 1.81 0.07 0.2096
H -2.44 0.29 -0.35 0.2532
H -2.18 -0.54 1.28 0.2498
H -1.89 1.13 1.10 0.2390
H 1.31 -1.04 1.09 0.2597
H 0.66 0.78 1.74 0.2560
H -0.24 -0.82 1.82 0.2215
H 0.53 -1.72 -1.22 0.2585
H -0.67 -2.17 -0.17 0.2437
H -1.10 -1.22 -1.63 0.2586
```

No. 3
Molecular formula: C10H22F3Li2NO4
Method: DFT, ωB97M-V with the def2-TZVPD basis set

Computed properties:
Net charge ... -1
E_HOMO (spin up / spin down) ... -0.02 / -5.11 eV
Kohn-Sham gap (spin up / spin down) ... 2.16 / 7.22 eV
Lowest unoccupied orbital energy (spin up / spin down) ... 2.14 / 2.11 eV
Expectation value of S² ... 0.753
Spin multiplicity ... 2

```
42
Properties=species:S:1:pos:R:3:nbo_charge:R:1
Li -0.56 1.35 0.40 0.8790
Li -2.18 3.21 1.29 0.9502
O -1.48 1.63 2.08 -1.3911
H -1.98 0.84 2.33 0.4519
O -1.43 2.91 -0.49 -1.3724
H -1.27 3.57 -1.20 0.4349
C 3.46 2.62 -0.29 -0.6384
C 2.00 2.43 0.14 -0.2333
N 1.46 1.09 0.14 -0.4808
C 2.01 0.35 1.36 -0.2191
C 1.58 -1.08 1.55 -0.6348
C 1.74 0.33 -1.08 -0.2348
C 0.94 0.92 -2.22 -0.6184
H 3.73 3.66 -0.11 0.2038
H 3.60 2.48 -1.36 0.2021
H 4.21 2.03 0.25 0.1997
H 1.91 2.79 1.17 0.1978
H 1.35 3.14 -0.38 0.2237
H 3.09 0.42 1.47 0.1567
H 1.51 0.89 2.17 0.2109
H 2.02 -1.76 0.82 0.1929
H 1.84 -1.42 2.55 0.2034
H 0.50 -1.05 1.39 0.2539
H 1.48 -0.73 -1.06 0.2163
H 2.79 0.25 -1.33 0.1530
H 1.38 1.89 -2.42 0.1755
H -0.11 1.08 -1.98 0.2608
H 1.01 0.35 -3.15 0.2037
C -2.64 -4.17 1.43 -0.6185
C -1.89 -3.04 0.84 -0.0602
O -2.53 -2.59 -0.34 -0.5638
C -2.24 -1.33 -0.83 0.3599
O -1.47 -0.53 -0.27 -0.8327
C -2.95 -1.01 -2.16 0.8843
F -3.86 -1.91 -2.51 -0.3465
F -3.62 0.12 -2.01 -0.3394
F -2.10 -0.92 -3.14 -0.3454
H -2.86 -4.93 0.67 0.2023
H -3.59 -3.75 1.78 0.2019
H -2.20 -4.63 2.30 0.1945
H -0.85 -3.30 0.61 0.1428
H -1.80 -2.25 1.59 0.1737
```